Record 1
{
  "formula": "C4H6O",
  "method": "ωB97M-V/def2-TZVPD",
  "elements": ["C", "C", "C", "O", "C", "H", "H", "H", "H", "H", "H"],
  "coordinates": [[1.58674, -1.66402, 1.04532], [1.09066, -0.62890, 0.42598], [0.57383, 0.42529, -0.15274], [-0.57928, 0.99550, 0.32495], [-1.61369, 1.03737, -0.63691], [2.24969, -1.55007, 1.90005], [1.33989, -2.67756, 0.73646], [1.04043, 0.90734, -1.01522], [-1.77214, 0.04938, -1.08826], [-1.39824, 1.76406, -1.43346], [-2.51790, 1.34161, -0.10616]],
  "forces_ev_per_a": [[-0.03, 0.09, -0.05], [-0.02, 0.02, 0.01], [0.25, -0.23, 0.02], [0.05, -0.03, 0.12], [-0.27, 0.05, -0.19], [-0.06, 0.02, -0.13], [0.04, 0.15, 0.01], [-0.07, -0.09, 0.14], [0.00, 0.13, 0.08], [0.01, -0.10, 0.10], [0.11, -0.01, -0.12]],
  "mulliken_charge": [-0.63, 0.25, -0.29, -0.31, -0.65, 0.24, 0.24, 0.35, 0.31, 0.28, 0.22],
  "homo_lumo_gap_ev": 10.229,
  "smiles": "C=C=COC",
  "e_above_lowest_kj_mol": 173.1,
  "total_energy_ha": -231.1578,
  "total_charge": 0
}

***

Record 2
{
  "formula": "C4H6O",
  "method": "ωB97M-V/def2-TZVPD",
  "elements": ["C", "C", "O", "C", "C", "H", "H", "H", "H", "H", "H"],
  "coordinates": [[-2.29758, -0.38141, -0.11005], [-1.19471, 0.39366, 0.22987], [-0.04031, -0.27946, 0.53585], [1.16199, 0.36617, 0.04529], [2.29185, -0.34392, 0.01430], [-3.25167, 0.19587, -0.29467], [-2.31146, -1.51290, -0.16851], [-1.08581, 1.51939, 0.31333], [1.03834, 1.32322, -0.30123], [2.36138, -1.39678, 0.08525], [3.32801, 0.11615, -0.34944]],
  "forces_ev_per_a": [[0.75, 2.24, 0.52], [-1.78, -1.76, -0.68], [1.96, 1.29, -0.95], [-0.41, -4.11, 1.55], [1.99, 2.20, -1.63], [1.15, -0.97, 0.22], [0.31, 1.74, 0.14], [-0.69, -1.46, -0.27], [-0.26, 2.33, -0.43], [-0.35, -0.85, 0.72], [-2.68, -0.64, 0.81]],
  "mulliken_charge": [-0.70, 0.11, -0.33, 0.05, -0.65, 0.21, 0.25, 0.30, 0.29, 0.28, 0.19],
  "homo_lumo_gap_ev": 9.954,
  "smiles": "C=COC=C",
  "e_above_lowest_kj_mol": 177.1,
  "total_energy_ha": -231.1563,
  "total_charge": 0
}

***

Record 3
{
  "formula": "C4H6O",
  "method": "ωB97M-V/def2-TZVPD",
  "elements": ["C", "C", "C", "O", "C", "H", "H", "H", "H", "H", "H"],
  "coordinates": [[0.52736, 0.88403, 0.80842], [-0.48731, 0.46099, -0.29574], [-0.06495, -0.71477, -1.15262], [0.56285, -1.32205, -0.00147], [-0.11755, -0.42104, 0.87532], [0.01432, 1.64027, 1.41442], [1.60148, 1.00181, 0.74063], [-0.97366, 1.38282, -0.52121], [0.56450, -0.52786, -2.02511], [-0.86892, -1.40804, -1.46204], [-0.63831, -0.86819, 1.71031]],
  "forces_ev_per_a": [[0.30, -0.05, -0.04], [0.77, 0.49, -0.05], [0.24, 0.27, -0.23], [-0.07, -0.39, 0.17], [-0.12, -0.16, 0.53], [0.33, -0.19, -0.22], [0.03, -0.20, -0.23], [-1.65, -0.38, -0.25], [0.39, -0.11, 0.21], [-0.04, 0.68, 0.11], [-0.18, 0.04, 0.01]],
  "mulliken_charge": [-0.65, -0.26, -0.32, -0.40, -0.12, 0.26, 0.26, 0.40, 0.24, 0.20, 0.38],
  "homo_lumo_gap_ev": 10.789,
  "e_above_lowest_kj_mol": 226.1,
  "total_energy_ha": -231.1376,
  "total_charge": 0
}

***

Record 4
{
  "formula": "C4H6O",
  "method": "ωB97M-V/def2-TZVPD",
  "elements": ["C", "C", "C", "O", "C", "H", "H", "H", "H", "H", "H"],
  "coordinates": [[1.88608, 0.58690, -0.99991], [1.34510, -0.13128, -0.20009], [0.44995, -0.78815, 0.76310], [-0.63885, 0.04425, 1.07622], [-1.43919, 0.37549, -0.03841], [2.33742, 1.25995, -1.69046], [0.96679, -0.98807, 1.70638], [0.09265, -1.74909, 0.35898], [-1.52343, -0.46628, -0.74171], [-1.04768, 1.24177, -0.58842], [-2.42885, 0.61451, 0.35432]],
  "forces_ev_per_a": [[-0.18, -0.27, 0.33], [0.13, 0.49, -0.38], [0.15, -0.15, 0.03], [-0.10, -0.07, 0.15], [-0.24, 0.07, -0.17], [0.10, -0.15, 0.01], [-0.03, 0.02, -0.17], [0.11, 0.13, 0.01], [-0.02, 0.08, 0.15], [0.02, -0.16, 0.13], [0.07, 0.02, -0.10]],
  "mulliken_charge": [-0.04, -0.21, -0.52, -0.34, -0.70, 0.38, 0.28, 0.33, 0.33, 0.25, 0.24],
  "homo_lumo_gap_ev": 11.194,
  "smiles": "C#CCOC",
  "e_above_lowest_kj_mol": 184.9,
  "total_energy_ha": -231.1533,
  "total_charge": 0
}